[1]
ORCA calculation (the ωB97M-V functional and the def2-TZVPD basis) on a structure of composition C31H36Cl2N2O9PW.

For the energy above the lowest of the compared OMol25 structures with the same formula, charge and spin, the calculation gives 0.2916 eV. As for the charge: +3. Its HOMO energy (spin up / spin down) is -15.72 / -15.71 eV. Its orbital gap (spin up / spin down) is 5.06 / 5.06 eV. For the LUMO energy (spin up / spin down), the calculation gives -0.392 / -0.392 hartree.

Each line ends with the Löwdin charge.
Positions of all 82 atoms, in Å:
W1 0.15670 0.92669 0.10152  1.9442
O1 -0.32288 2.54993 -0.66841  -0.2676
C1 -0.15088 3.89633 -0.60813  -0.2457
C2 -1.14715 4.74685 -1.03174  0.0395
C3 -0.89235 6.11462 -0.99148  0.0064
C4 0.32519 6.61575 -0.53661  -0.0177
C5 1.30647 5.74772 -0.10349  0.0267
C6 1.07403 4.36459 -0.13309  -0.1296
C7 2.04947 3.45644 0.36860  0.0001
N1 1.93402 2.16952 0.49492  -0.0723
C8 3.07647 1.48737 1.15963  -0.1273
C9 2.54878 0.17108 1.69119  -0.1478
N2 1.78551 -0.36247 0.55481  -0.1127
C10 2.28984 -1.33969 -0.12942  -0.0355
C11 1.85488 -1.77597 -1.41613  -0.1716
C12 2.42109 -2.90597 -2.02043  0.0180
C13 2.04309 -3.25965 -3.29868  -0.0083
C14 1.13062 -2.47157 -4.00210  0.0089
C15 0.57787 -1.32973 -3.43833  0.0241
C16 0.93468 -1.01244 -2.14348  -0.2679
O2 0.44448 0.10465 -1.53894  -0.2212
H1 -2.08974 4.34996 -1.38300  0.1197
H2 -1.65938 6.80217 -1.32319  0.1325
H3 0.49819 7.68233 -0.51930  0.1303
H4 2.25281 6.12451 0.26505  0.1366
H5 2.98721 3.90158 0.70080  0.1610
H6 3.48326 2.11095 1.95407  0.1426
H7 3.85626 1.30263 0.41766  0.1451
H8 1.88295 0.31577 2.54384  0.1249
H9 3.34564 -0.50951 1.98751  0.1436
H10 3.15154 -1.84887 0.29923  0.1567
H11 3.14845 -3.49648 -1.47695  0.1395
H12 2.46685 -4.13748 -3.76591  0.1325
H13 0.85995 -2.74448 -5.01362  0.1343
H14 -0.09904 -0.69469 -3.99344  0.1264
Cl1 1.03038 -3.31424 2.38589  0.5586
C17 -0.11540 -4.23353 1.39385  -0.9244
Cl2 -0.71558 -3.27076 0.02479  0.6147
H15 -0.96167 -4.50648 2.01163  0.0383
H16 0.39050 -5.10687 1.00142  0.0404
C18 -3.16152 2.50958 -3.87561  -0.0367
C19 -2.28062 1.56196 -3.10715  -0.2322
O3 -2.78863 1.48437 -1.73662  -0.2253
P1 -2.33091 0.61628 -0.51865  0.6473
O4 -3.04937 1.20935 0.72251  -0.2326
C20 -4.52255 1.32893 0.87054  -0.1756
C21 -4.96711 2.71709 0.50065  -0.0503
O5 -2.84729 -0.84559 -0.67949  -0.2319
C22 -3.04937 -1.61889 -1.91524  -0.2277
C23 -4.41600 -1.35935 -2.49134  -0.0394
H17 -2.82850 2.54805 -4.91293  0.1018
H18 -3.11213 3.51828 -3.46758  0.0790
H19 -4.19792 2.17500 -3.86314  0.0926
H20 -1.24771 1.90894 -3.05523  0.1128
H21 -2.30660 0.56302 -3.54259  0.1029
H22 -4.69707 1.10022 1.91813  0.1287
H23 -4.98071 0.55276 0.25867  0.1191
H24 -4.43742 3.46367 1.09174  0.0893
H25 -6.03209 2.81290 0.71510  0.0999
H26 -4.81650 2.91787 -0.55912  0.0741
H27 -2.93444 -2.65146 -1.59835  0.0959
H28 -2.24007 -1.38140 -2.60726  0.0938
H29 -5.18968 -1.62100 -1.77064  0.0975
H30 -4.55659 -1.98633 -3.37259  0.1031
H31 -4.54648 -0.31880 -2.78858  0.0729
O6 -0.35351 1.85445 1.86112  -0.0878
C24 -0.77336 0.75271 2.40233  -0.5099
O7 -0.60281 -0.23750 1.53351  -0.2091
C25 -1.28215 0.59010 3.68709  -0.1310
C26 -1.66764 -0.70795 4.10530  0.0447
C27 -2.16754 -0.93062 5.36618  0.0721
C28 -2.26812 0.18578 6.19077  -0.1658
O8 -2.71201 0.21508 7.42595  0.1235
C29 -2.63483 1.58787 7.89145  -0.0314
O9 -2.10835 2.34331 6.79833  0.0806
C30 -1.88910 1.48460 5.78416  -0.1848
C31 -1.39400 1.72584 4.54758  0.1182
H32 -1.55547 -1.53097 3.41227  0.1206
H33 -2.46709 -1.90827 5.71413  0.1434
H34 -1.95651 1.62839 8.74025  0.1577
H35 -3.63807 1.92762 8.13671  0.1573
H36 -1.10239 2.71391 4.22180  0.1469

***

[2]
ORCA calculation (the ωB97M-V functional and the def2-TZVPD basis) on a structure of composition C29H43AlBrCl7FMgN4O5PS.

As for the charge: +2. Its HOMO energy is -12.48 eV. Its orbital gap is 2.04 eV. For the LUMO energy, the calculation gives -0.384 hartree.

Each line ends with the Löwdin charge.
Positions of all 94 atoms, in Å:
C1 3.30071 2.56317 3.00580  0.0246
C2 3.76685 1.28564 2.35840  -0.4727
O1 3.90699 0.28225 2.97342  0.1669
O2 4.11624 1.23403 0.96429  -0.3156
C3 2.99209 1.50997 0.03588  -0.2583
C4 3.39217 0.72089 -1.15244  -0.2170
C5 2.48909 0.60704 -2.39087  -0.1522
C6 1.01440 1.01494 -2.20507  -0.1459
C7 0.71714 2.44329 -2.69734  -0.1725
C8 0.20287 3.38580 -1.62700  -0.2099
C9 -1.32222 3.41413 -1.39234  -0.1513
C10 -2.00062 2.03911 -1.34173  -0.1394
C11 -1.75778 1.27089 -0.06896  -0.1875
C12 -2.61375 0.14652 0.22726  -0.0035
C13 -2.42714 -0.60562 1.32769  -0.2386
P1 -3.55771 -2.02050 1.67960  0.7491
O3 -4.90893 -1.58040 1.26445  -0.4320
C14 -1.37035 -0.33637 2.24837  -0.3617
N1 -1.00846 -0.98199 3.36182  -0.1942
S1 0.26316 -0.17314 3.91646  1.0216
N2 0.43110 1.02143 2.83507  -0.1999
C15 -0.55705 0.78632 1.96458  -0.3701
C16 -0.77793 1.56979 0.81218  -0.0073
H1 4.18260 3.19888 3.15357  0.1059
H2 2.54798 3.07371 2.40459  0.0895
H3 2.93569 2.32739 4.00115  0.1044
H4 2.95802 2.62699 -0.18418  -0.0002
H5 2.09384 1.12081 0.51868  0.1377
H6 4.32703 1.21478 -1.52078  0.0948
H7 3.69714 -0.26388 -0.82024  0.0730
H8 2.50766 -0.43802 -2.68690  0.1188
H9 2.93038 1.15792 -3.22626  0.0888
H10 0.44595 0.36359 -2.88034  0.1270
H11 0.60381 0.83531 -1.20825  0.1018
H12 -0.10145 2.36600 -3.56319  -0.0913
H13 1.62180 2.85377 -3.15403  0.1022
H14 0.48229 4.39043 -1.94817  0.0257
H15 0.78087 3.18671 -0.71872  0.0967
H16 -1.53197 3.97056 -0.47848  0.1316
H17 -1.76343 3.95801 -2.23144  0.1144
H18 -3.07359 2.18703 -1.49017  0.1383
H19 -1.69363 1.38742 -2.16894  0.0939
H20 -3.43120 -0.09974 -0.44120  0.1283
H21 -3.50204 -2.13664 3.08807  -0.0458
H22 -3.14088 -3.19170 1.01995  0.0280
H23 -0.12590 2.41900 0.66493  0.0972
Al1 4.74037 3.75437 0.03659  0.6250
F1 3.97036 0.09771 -4.48414  -0.6062
C17 1.92762 6.19696 -4.17361  -0.9453
Cl1 0.17931 6.11727 -3.93002  0.5653
Cl2 2.81968 5.43938 -2.83626  0.5080
H24 2.17602 5.67841 -5.09187  0.0367
H25 2.22568 7.23662 -4.23742  0.0393
C18 2.57869 0.14740 7.36041  -0.6852
O4 2.47765 1.35431 7.22567  0.0205
N3 2.49602 -0.47624 8.56892  0.1638
N4 2.78523 -0.68341 6.28581  0.1357
H26 2.57844 -1.46804 8.68449  0.0976
H27 2.34500 0.10025 9.37611  0.1124
H28 2.85019 -0.24894 5.38624  0.0380
H29 2.87227 -1.67911 6.35954  0.0944
Cl3 -1.01740 2.04033 -4.93611  0.4519
Br1 5.90075 5.90915 -0.82340  -0.0561
Mg1 5.47849 -0.07180 -0.10645  1.3968
C19 -3.93601 -6.55029 4.59363  -0.1642
C20 -4.39918 -7.26979 3.33087  -0.1620
C21 -4.28728 -6.17029 2.28456  -0.1985
O5 -3.21019 -5.31461 2.70292  -0.1904
C22 -2.84314 -5.64435 4.05172  -0.2272
H30 -3.58229 -7.21803 5.37692  0.1169
H31 -4.75454 -5.95060 5.00056  0.1107
H32 -3.71112 -8.08440 3.09457  0.1163
H33 -5.40304 -7.68339 3.40350  0.1173
H34 -5.20135 -5.56940 2.24015  0.1201
H35 -4.07803 -6.55679 1.28680  0.1171
H36 -1.87723 -6.16075 4.02409  0.1195
H37 -2.73009 -4.73023 4.62875  0.0344
C23 -2.98814 -1.79099 6.64894  -2.0258
Cl4 -3.04052 -0.06946 6.25034  0.5308
Cl5 -3.90430 -2.70242 5.43887  0.5852
Cl6 -1.30471 -2.34709 6.65231  0.5044
Cl7 -3.69534 -2.05016 8.23889  0.5644
C24 0.89460 -0.01578 -8.36279  -0.0442
C25 1.07252 -0.77529 -9.49357  -0.0515
C26 -0.02522 -1.07696 -10.31261  -0.0084
C27 -1.30609 -0.59987 -9.99275  -0.0515
C28 -1.48900 0.16314 -8.86573  -0.0528
C29 -0.38963 0.46178 -8.04071  -0.0364
H38 1.73660 0.21708 -7.72405  0.1176
H39 2.05646 -1.14149 -9.75133  0.1175
H40 0.11593 -1.68230 -11.19812  0.1199
H41 -2.14544 -0.83335 -10.63286  0.1175
H42 -2.47286 0.53524 -8.61473  0.1143
H43 -0.52759 1.06071 -7.15282  0.0034

***

[3]
ORCA calculation (the ωB97M-V functional and the def2-TZVPD basis) on a cluster of 2 separate species, C13H21NO in total.

For the energy above the lowest of the compared OMol25 structures with the same formula, charge and spin, the calculation gives 5.1412 eV. Its HOMO energy is -8.79 eV. Its orbital gap is 9.53 eV. The SMILES is CCN(C)C(C)=O.CCc1ccccc1. For the LUMO energy, the calculation gives 0.027 hartree.

Each line ends with the Löwdin charge.
Positions of all 36 atoms, in Å:
C1 -3.33708 0.93580 0.93587  -0.0761
C2 -3.60449 1.24532 -0.61404  -0.2156
N1 -2.93219 2.45052 -1.27005  -0.1557
C3 -3.77930 3.66089 -1.32525  -0.0846
C4 -1.46659 2.39829 -1.14070  -0.4778
C5 -1.11294 3.50974 -2.23753  0.0037
O1 -0.79890 1.48964 -0.87938  0.1245
H1 -2.40001 0.54659 1.19095  0.0133
H2 -4.26755 0.27282 1.23424  0.0989
H3 -3.38831 2.10316 1.37546  0.1262
H4 -3.21866 0.34619 -1.11752  0.1091
H5 -4.59050 1.36295 -0.76058  0.0424
H6 -3.18368 4.51920 -0.79672  0.1094
H7 -3.83762 4.05788 -2.41290  0.0981
H8 -4.78159 3.35155 -0.94559  0.0879
H9 -1.60741 2.99835 -3.09974  0.1075
H10 -1.46852 4.44659 -2.05856  0.0110
H11 -0.03601 3.38401 -2.12213  0.0770
C6 1.21184 -3.94610 -0.62472  -0.0696
C7 1.12066 -2.80424 0.50102  -0.1775
C8 2.49646 -2.35718 0.89949  -0.2997
C9 2.44289 -1.94121 2.20625  -0.0561
C10 3.62778 -1.33665 2.72515  -0.0769
C11 4.91042 -1.23184 2.13050  -0.0721
C12 4.76330 -1.74213 0.84700  -0.1437
C13 3.66177 -2.23831 0.14035  -0.0388
H12 2.14010 -4.48903 -0.32554  0.0854
H13 1.39625 -3.58683 -1.54861  0.0158
H14 0.25652 -4.41888 -0.62322  0.0534
H15 0.90726 -1.86640 0.02226  0.1080
H16 0.49751 -3.18035 1.39203  0.1358
H17 1.50928 -1.87662 2.75476  0.1084
H18 3.57712 -1.05720 3.74853  0.0769
H19 5.63417 -0.47411 2.33073  0.0973
H20 5.76728 -1.94046 0.43547  0.1004
H21 3.89072 -2.59194 -0.96727  0.1538

***

The following E_tot values (in Ha) correspond, in order, to the records above: -3317.61197; -8802.44448; -637.76112.